# 1
A 5-piece molecular cluster, C35H38ClF12NO11S overall in a non-equilibrium geometry, computed with ωB97M-V/def2-TZVPD.

Output
SMILES string: C=CCc1cc2c(c(O)c1O)Sc1cc(CC)c(CC(=O)Cl)cc1N2.CCOC(=O)C(F)(F)F.CCOC(=O)C(F)(F)F.CCOC(=O)C(F)(F)F.CCOC(=O)C(F)(F)F
highest occupied orbital energy: -7.80 eV
frontier orbital gap: 8.068 eV
calculated total energy: -116880.9267 eV
LUMO energy: 0.00993 hartree
max |F|: 0.09585 Eh/bohr

The geometry in XYZ format:
```
99
C35H38ClF12NO11S | OMol25 | ωB97M-V/def2-TZVPD
C 6.694 -1.606 -1.526
C 7.350 -0.707 -2.421
C 7.658 0.856 -2.084
C 6.223 1.597 -2.177
C 5.215 1.326 -1.031
C 3.810 1.963 -1.079
C 3.423 2.895 -2.290
C 4.417 3.205 -3.433
O 3.973 4.056 -4.485
C 5.838 2.551 -3.366
O 6.738 2.839 -4.441
S 1.668 3.538 -2.224
C 0.758 2.029 -1.590
C -0.610 1.558 -2.123
C -1.202 0.230 -1.495
C -2.599 -0.280 -2.090
C -2.352 -0.607 -3.667
C -0.442 -0.574 -0.375
C -0.954 -1.945 0.276
C 0.151 -3.079 -0.084
O 0.855 -3.651 0.766
Cl 0.420 -3.572 -1.841
C 0.949 -0.048 0.146
C 1.536 1.238 -0.467
N 2.870 1.673 0.022
H 7.117 -2.642 -1.275
H 5.669 -1.369 -1.054
H 7.637 -1.107 -3.463
H 8.275 1.227 -2.984
H 8.179 0.997 -1.087
H 5.524 0.617 -0.183
H 3.198 3.593 -4.897
H 6.670 2.088 -5.080
H -1.164 2.151 -2.939
H -2.916 -1.294 -1.633
H -3.473 0.429 -1.912
H -1.692 0.166 -4.185
H -3.344 -0.633 -4.244
H -1.793 -1.615 -3.751
H -0.884 -1.818 1.417
H -1.985 -2.288 -0.059
H 1.552 -0.576 0.960
H 2.710 2.509 0.612
C -4.839 3.078 1.750
C -4.509 2.179 2.917
O -5.007 0.857 2.678
C -4.220 0.067 1.920
O -3.164 0.412 1.448
C -4.834 -1.324 1.787
F -6.159 -1.286 1.539
F -4.679 -2.053 2.916
F -4.285 -2.045 0.790
H -5.912 3.064 1.542
H -4.532 4.106 1.953
H -4.336 2.738 0.848
H -5.003 2.546 3.820
H -3.435 2.164 3.122
C -6.158 -4.595 2.991
C -6.630 -4.990 4.376
O -7.487 -6.140 4.310
C -6.868 -7.338 4.258
O -5.673 -7.483 4.261
C -7.894 -8.468 4.240
F -8.920 -8.222 3.399
F -8.438 -8.670 5.459
F -7.364 -9.644 3.858
H -7.011 -4.444 2.323
H -5.571 -3.673 3.030
H -5.541 -5.380 2.547
H -7.223 -4.180 4.807
H -5.789 -5.167 5.053
C -4.810 5.267 -5.562
C -3.752 5.898 -4.678
O -4.069 5.701 -3.291
C -3.703 4.516 -2.763
O -3.144 3.644 -3.377
C -4.054 4.463 -1.285
F -5.289 4.941 -1.024
F -3.202 5.193 -0.536
F -4.019 3.215 -0.793
H -5.802 5.644 -5.302
H -4.614 5.484 -6.614
H -4.836 4.183 -5.431
H -3.729 6.977 -4.845
H -2.754 5.516 -4.909
C 8.279 -2.789 4.132
C 9.365 -1.782 3.811
O 8.944 -0.904 2.755
C 8.180 0.144 3.126
O 7.845 0.370 4.260
C 7.847 1.015 1.918
F 7.486 0.287 0.838
F 8.901 1.767 1.534
F 6.837 1.870 2.154
H 7.979 -3.331 3.232
H 8.627 -3.507 4.878
H 7.385 -2.294 4.519
H 10.254 -2.304 3.449
H 9.663 -1.214 4.696
```

Here are the Löwdin charges for atoms 1 to 2, given in e:
1 C -0.04
2 C -0.14

# 2
C13H3Cl5NO5SbSe4V as an isolated structure in a non-equilibrium geometry, computed with ωB97M-V/def2-TZVPD.

Output
⟨S²⟩: 3.78
2S+1: 4
energy above the lowest of the compared OMol25 structures with the same formula, charge and spin: 19.8 kcal/mol
highest occupied orbital energy (spin up / spin down): -2.31 / -2.31 eV
frontier orbital gap (spin up / spin down): 5.808 / 5.800 eV
net charge: -2
calculated total energy: -381485.8052 eV
LUMO energy (spin up / spin down): 0.12839 / 0.12839 hartree
max |F|: 0.02799 Eh/bohr

The geometry in XYZ format:
```
33
C13H3Cl5NO5SbSe4V | OMol25 | ωB97M-V/def2-TZVPD
V 0.497 -0.817 0.143
O 2.628 4.608 1.704
C 2.050 3.446 1.296
C 1.016 2.854 2.019
C 0.479 1.676 1.536
N 0.876 1.201 0.355
C 1.989 1.634 -0.230
C 2.601 2.796 0.194
C 2.629 0.585 -1.157
O 3.403 0.938 -2.024
O 2.292 -0.609 -0.801
C -0.111 0.605 2.490
O -0.582 0.949 3.555
O 0.169 -0.596 2.102
H 2.193 4.902 2.511
H 0.690 3.237 2.979
H 3.512 3.144 -0.272
Cl -0.015 -0.707 -3.055
C -1.502 -0.451 -2.198
C -1.476 -0.584 -0.812
C -2.726 -0.591 -0.197
Cl -2.837 -0.955 1.494
C -3.910 -0.333 -0.888
Cl -5.426 -0.264 -0.061
C -3.874 -0.121 -2.262
Cl -5.322 0.242 -3.132
C -2.659 -0.217 -2.933
Cl -2.611 -0.053 -4.652
Se 3.152 -5.092 1.809
Sb 1.169 -5.384 0.308
Se 1.560 -6.505 -1.770
Se -0.014 -6.409 2.152
Se 0.160 -3.129 -0.203
```

Here are the natural (NBO) charges for atoms 1 to 2, given in e:
1 V 1.25
2 O -0.66

# 3
C20H40ClCsNO9P2SSi2 as an isolated structure in a non-equilibrium geometry, computed with ωB97M-V/def2-TZVPD.

Output
energy above the lowest of the compared OMol25 structures with the same formula, charge and spin: 0.0 kcal/mol
highest occupied orbital energy: -9.92 eV
frontier orbital gap: 6.227 eV
net charge: +1
calculated total energy: -99544.6825 eV
LUMO energy: -0.13587 hartree
max |F|: 0.10897 Eh/bohr

The geometry in XYZ format:
```
77
C20H40ClCsNO9P2SSi2 | OMol25 | ωB97M-V/def2-TZVPD
C 2.204 -0.560 4.700
C 1.708 0.622 5.490
O 2.398 1.183 6.284
O 0.417 0.989 5.268
C 0.299 2.189 4.485
C -1.150 2.514 4.272
C -1.898 1.612 3.281
C -1.562 2.016 1.834
Si -2.435 1.060 0.476
C -3.862 2.092 -0.130
C -4.478 1.579 -1.447
C -5.792 2.283 -1.752
O -6.853 1.817 -0.944
O -1.456 0.756 -0.857
Si -0.358 -0.475 -0.860
C 0.477 -0.426 -2.516
C 1.460 0.734 -2.705
C 1.926 0.903 -4.151
C 3.283 1.591 -4.173
N 4.378 0.708 -3.804
C 4.300 -0.625 -3.497
C 5.551 -1.085 -3.173
C 6.437 0.014 -3.305
C 5.683 1.089 -3.697
O -1.060 -2.016 -0.734
C -0.283 -2.995 -0.059
C 0.992 -3.421 -0.787
C 1.578 -4.637 -0.044
O 0.714 -3.826 -2.125
P 1.279 -0.279 0.711
O 0.465 -0.321 2.143
Cl 1.864 1.674 0.605
P -3.447 -0.796 1.272
O -4.067 -1.561 -0.030
O -2.461 -1.879 1.964
S -4.889 -0.335 2.462
H 1.450 -1.344 4.724
H 2.452 -0.260 3.687
H 3.093 -0.927 5.195
H 0.867 2.120 3.557
H 0.743 3.001 5.061
H -1.165 3.516 3.842
H -1.674 2.568 5.221
H -1.656 0.571 3.462
H -2.951 1.811 3.444
H -1.900 3.045 1.715
H -0.485 2.029 1.702
H -3.415 3.062 -0.348
H -4.605 2.197 0.656
H -3.772 1.820 -2.239
H -4.651 0.507 -1.425
H -5.636 3.355 -1.614
H -6.084 2.117 -2.783
H -6.764 2.168 -0.057
H 0.925 -1.382 -2.777
H -0.354 -0.285 -3.216
H 1.017 1.650 -2.321
H 2.330 0.536 -2.080
H 1.239 1.585 -4.644
H 1.968 -0.054 -4.659
H 3.236 2.370 -3.409
H 3.480 2.097 -5.113
H 3.391 -1.194 -3.503
H 5.786 -2.089 -2.876
H 7.493 -0.020 -3.117
H 6.064 2.072 -3.899
H -0.072 -2.743 0.979
H -0.940 -3.917 -0.022
H 1.752 -2.649 -0.769
H 0.800 -5.157 0.524
H 1.993 -5.336 -0.757
H 2.325 -4.320 0.676
H 0.323 -4.702 -2.099
H 0.868 -0.998 2.697
H -3.629 -2.406 -0.142
H -2.700 -1.951 2.899
Cs -2.501 -4.649 -0.631
```

Here are the Löwdin charges for atoms 1 to 2, given in e:
1 C 0.02
2 C -0.53

Q: Which of these has the highest calculated total energy?
A: C20H40ClCsNO9P2SSi2

Q: What is the calculated total energy in the third record?
A: -99544.6825 eV

Q: Number 1 is which compound?
A: C35H38ClF12NO11S